C3H5N3O in the gas phase in a non-equilibrium geometry, computed with the ωB97M-V functional and the def2-TZVPD basis.

Summary:
Relative energy (zero: lowest compared OMol25 entry of this formula, charge and spin), eV: 3.8496
Highest occupied orbital energy, hartree: -0.2608
E_LUMO, eV: 0.824
DFT total energy, Eh: -356.71591
Max |F|, eV/Å: 2.034

Geometry as ORCA input:
```
! RIJCOSX wB97M-V def2-TZVPD def2/J DEFGRID3
* xyz 0 1
N 0.84 1.59 -1.65
C 0.33 1.03 -0.52
N -0.12 1.10 0.62
C -0.37 -0.16 1.31
O -1.44 -0.26 2.18
C -0.11 -1.24 0.50
N 0.35 -0.98 -0.72
H 0.19 2.09 -2.26
H 1.23 0.80 -2.15
H -1.25 0.14 3.03
H -0.26 -2.26 0.86
H 0.61 -1.85 -1.20
*
```

---

2 unconnected molecules or ions with the total composition C3H5N3O in a non-equilibrium geometry, computed with the ωB97M-V functional and the def2-TZVPD basis.

Summary:
Relative energy (zero: lowest compared OMol25 entry of this formula, charge and spin), eV: 6.3663
Highest occupied orbital energy (spin up / spin down), hartree: -0.3435 / -0.3351
E_LUMO (spin up / spin down), eV: -0.157 / -0.323
DFT total energy, Eh: -356.62342
Max |F|, eV/Å: 1.344

Geometry as ORCA input:
```
! RIJCOSX wB97M-V def2-TZVPD def2/J DEFGRID3
* xyz 0 1
C 0.44 1.02 -0.75
C -0.62 1.76 -1.29
C -0.22 0.04 -0.06
N -1.80 1.26 -0.96
N -1.53 0.19 -0.21
N 1.33 -2.07 1.55
O 0.19 -2.00 0.93
H 1.49 1.19 -0.85
H -0.57 2.64 -1.91
H -2.26 -0.40 0.16
H 2.16 -2.09 0.97
H 1.41 -1.54 2.41
*
```

---

A molecular structure, C3H5N3O in a non-equilibrium geometry, computed with the ωB97M-V functional and the def2-TZVPD basis.

Summary:
Relative energy (zero: lowest compared OMol25 entry of this formula, charge and spin), eV: 6.8820
Highest occupied orbital energy, hartree: -0.3410
E_LUMO, eV: 0.516
DFT total energy, Eh: -356.60447
Max |F|, eV/Å: 16.029

Geometry as ORCA input:
```
! RIJCOSX wB97M-V def2-TZVPD def2/J DEFGRID3
* xyz 0 1
C 0.29 -1.54 -0.75
C 0.42 -0.12 -0.05
C 0.45 1.39 1.27
H -1.44 -0.90 -1.33
H 1.34 -2.39 -0.81
H -0.37 -1.99 0.32
H 1.09 2.21 1.75
H -1.28 2.34 0.48
N 1.12 0.26 0.95
N -0.50 1.58 0.41
N -0.64 0.67 -0.27
O -0.46 -1.52 -1.97
*
```

---

C3H5N3O in the gas phase, computed with the ωB97M-V functional and the def2-TZVPD basis.

Summary:
Relative energy (zero: lowest compared OMol25 entry of this formula, charge and spin), eV: 1.1832
Structure (SMILES): Nc1c[nH]c(=O)[nH]1
Highest occupied orbital energy, hartree: -0.2979
E_LUMO, eV: 0.685
DFT total energy, Eh: -356.81389
Max |F|, eV/Å: 0.785

Geometry as ORCA input:
```
! RIJCOSX wB97M-V def2-TZVPD def2/J DEFGRID3
* xyz 0 1
N -0.71 1.18 -1.44
C -0.37 0.32 -0.41
C -0.68 -0.97 -0.21
N -0.03 -1.42 0.99
C 0.98 -0.42 1.20
O 2.08 -0.58 1.66
N 0.45 0.76 0.65
H -0.03 1.91 -1.64
H -0.95 0.68 -2.29
H -1.10 -1.68 -0.90
H -0.67 -1.35 1.79
H 1.02 1.59 0.59
*
```